Entry 1:
Computed, not measured: 2 unconnected molecules or ions with the total composition C9H12N5, with the ωB97M-V functional and the def2-TZVPD basis.

The value obtained for the energy relative to the best compared isomer or geometry (same formula, charge and spin) is 103.0 kcal/mol. Its net charge is +1. As for the maximum force: 0.1040 hartree/bohr. The calculation puts the HOMO energy (spin up / spin down) at -11.9 / -11.9 eV. For the LUMO energy (spin up / spin down), the calculation gives -6.46 / -6.46 eV. The spin multiplicity is 1.

Structure (XYZ):
```
26
Properties=species:S:1:pos:R:3:nbo_charge:R:1
C -1.95 2.16 -1.07 0.166
C -1.18 2.36 0.82 0.154
C -0.80 -2.75 -0.37 -0.255
C -0.66 -1.94 -1.49 0.043
C -0.91 -2.20 0.89 0.008
C -0.94 -0.59 -1.34 -0.300
C 1.69 1.07 -0.20 0.139
C -1.15 -0.76 1.10 -0.606
C -1.17 0.03 -0.15 0.476
N -2.00 3.42 -0.81 -0.231
N -1.43 3.55 0.44 -0.217
N -1.39 1.46 -0.13 -0.401
N 2.40 2.18 -0.11 -0.806
N 2.03 0.12 0.60 -0.801
H -2.24 1.73 -2.01 0.211
H -0.69 2.08 1.75 0.206
H -0.72 -3.81 -0.37 0.256
H -0.56 -2.37 -2.45 0.250
H -1.14 -2.72 1.75 0.237
H -0.79 -0.09 -2.28 0.266
H -1.89 -0.41 1.89 0.326
H -0.20 -0.39 1.48 0.346
H 2.19 2.87 -0.83 0.424
H 3.32 2.23 0.50 0.364
H 1.54 -0.78 0.59 0.381
H 2.73 0.30 1.28 0.364
```

Entry 2:
Computed, not measured: a molecular structure, C23H32Cl5GeN2RuS3Si3, with the ωB97M-V functional and the def2-TZVPD basis.

Its expectation value of S² is 8.8001. The value obtained for the energy relative to the best compared isomer or geometry (same formula, charge and spin) is 5.3 kcal/mol. Its net charge is +2. As for the maximum force: 0.0216 hartree/bohr. The calculation puts the HOMO energy (spin up / spin down) at -13.3 / -14.2 eV. For the LUMO energy (spin up / spin down), the calculation gives -5.64 / -8.66 eV. The spin multiplicity is 6.

Structure (XYZ):
```
70
Properties=species:S:1:pos:R:3:nbo_charge:R:1
Ru -0.49 -0.52 0.32 0.515
Cl 0.85 -1.10 2.57 0.084
C 0.99 0.65 2.38 -0.075
C 0.36 1.15 1.25 -0.363
C 0.42 2.51 1.07 0.011
Cl -0.40 3.16 -0.33 0.144
C 1.09 3.36 1.94 -0.122
Cl 1.13 5.04 1.66 0.117
C 1.74 2.81 3.06 -0.073
Cl 2.59 3.82 4.14 0.131
C 1.68 1.43 3.29 -0.089
Cl 2.45 0.71 4.64 0.116
S 6.09 0.96 1.04 0.308
C 4.88 0.14 0.24 -0.244
S 3.31 0.77 -0.06 0.573
C 2.81 -0.75 -0.65 -0.143
N 3.77 -1.66 -0.68 -0.219
N 4.91 -1.15 -0.20 -0.127
C 6.07 -1.98 -0.20 0.176
C 7.30 -1.45 -0.58 -0.202
C 8.41 -2.27 -0.56 -0.196
C 8.28 -3.60 -0.17 -0.138
C 7.04 -4.12 0.19 -0.181
C 5.92 -3.31 0.17 -0.209
S 1.23 -1.13 -1.26 -0.100
H 7.37 -0.43 -0.95 0.235
H 9.37 -1.88 -0.87 0.245
H 9.15 -4.24 -0.16 0.242
H 6.95 -5.15 0.49 0.243
H 4.95 -3.69 0.45 0.242
C -1.67 -3.24 1.40 -1.136
Si -2.19 -2.34 -0.16 1.447
C -1.75 -3.24 -1.72 -1.148
C -3.98 -1.87 -0.10 -1.165
Ge -2.09 1.09 -0.44 0.186
Si -2.56 1.44 -2.81 1.370
C -2.30 3.26 -3.07 -1.137
C -1.45 0.38 -3.85 -1.138
C -4.35 0.95 -2.94 -1.132
Si -3.52 1.92 1.36 1.357
C -3.23 3.75 1.50 -1.130
C -3.03 1.02 2.93 -1.129
C -5.27 1.55 0.85 -1.135
H -2.40 -4.05 1.45 0.284
H -1.77 -2.65 2.31 0.260
H -0.67 -3.67 1.34 0.261
H -1.72 -4.31 -1.50 0.274
H -0.79 -2.97 -2.16 0.266
H -2.53 -3.07 -2.47 0.261
H -4.61 -2.75 -0.25 0.277
H -4.24 -1.16 -0.89 0.245
H -4.25 -1.43 0.86 0.253
H -1.24 3.52 -3.07 0.252
H -2.81 3.86 -2.31 0.249
H -2.71 3.55 -4.04 0.275
H -0.49 0.20 -3.35 0.250
H -1.23 0.85 -4.81 0.271
H -1.91 -0.59 -4.05 0.254
H -4.96 1.45 -2.18 0.250
H -4.48 -0.13 -2.83 0.243
H -4.75 1.23 -3.92 0.275
H -2.20 3.99 1.78 0.243
H -3.88 4.15 2.28 0.270
H -3.46 4.27 0.57 0.252
H -2.34 0.20 2.74 0.225
H -3.91 0.60 3.43 0.266
H -2.56 1.70 3.64 0.261
H -5.62 2.27 0.10 0.255
H -5.93 1.64 1.72 0.270
H -5.40 0.54 0.45 0.247
```

Entry 3:
Computed, not measured: 19 unconnected molecules or ions with the total composition C2H41O19, with the ωB97M-V functional and the def2-TZVPD basis.

The value obtained for the energy relative to the best compared isomer or geometry (same formula, charge and spin) is 47.1 kcal/mol. Its net charge is -1. As for the maximum force: 0.0800 hartree/bohr. The calculation puts the HOMO energy at -6.3 eV. For the LUMO energy, the calculation gives 1.88 eV. The spin multiplicity is 1.

Structure (XYZ):
```
62
Properties=species:S:1:pos:R:3:nbo_charge:R:1
C 23.86 12.32 -16.24 -0.637
C 22.82 13.18 -15.67 -0.078
O 21.86 13.22 -16.74 -1.030
H 24.60 12.90 -16.81 0.190
H 23.48 11.55 -16.81 0.214
H 24.49 12.03 -15.40 0.175
H 23.27 14.18 -15.51 0.146
H 22.22 12.84 -14.83 0.174
O 25.74 9.79 -15.51 -0.935
H 25.98 9.19 -16.23 0.453
H 25.41 10.59 -15.99 0.479
O 23.15 12.48 -12.35 -0.943
H 23.97 12.90 -12.34 0.505
H 22.88 12.58 -11.42 0.479
O 20.95 10.92 -16.08 -1.010
H 20.03 11.06 -16.16 0.491
H 21.40 11.71 -16.35 0.489
O 20.02 12.20 -13.86 -0.969
H 20.42 12.25 -12.98 0.480
H 20.63 11.75 -14.38 0.499
O 23.64 10.21 -13.55 -0.948
H 23.26 10.96 -13.10 0.469
H 24.19 10.60 -14.23 0.457
O 21.81 11.52 -18.76 -0.996
H 21.71 12.13 -18.06 0.498
H 21.18 10.78 -18.61 0.476
O 25.94 13.35 -12.64 -0.998
H 26.02 13.65 -13.57 0.505
H 25.71 14.06 -12.07 0.465
O 23.89 16.64 -13.85 -0.949
H 22.96 16.46 -13.95 0.498
H 24.29 16.52 -14.72 0.452
O 19.17 12.90 -16.84 -0.995
H 20.14 12.89 -16.65 0.504
H 18.68 12.83 -16.01 0.462
O 21.80 14.80 -12.65 -1.005
H 22.30 13.97 -12.55 0.463
H 21.02 14.57 -13.14 0.484
O 22.45 8.79 -15.77 -0.982
H 22.92 8.72 -16.56 0.454
H 22.02 9.62 -15.83 0.478
O 21.56 16.18 -16.49 -0.969
H 21.50 15.19 -16.57 0.502
H 22.47 16.36 -16.27 0.452
O 26.23 14.04 -15.12 -0.972
H 26.49 13.17 -15.43 0.515
H 25.84 14.56 -15.79 0.487
O 19.68 14.82 -14.19 -0.977
H 19.57 15.15 -15.06 0.491
H 19.63 13.88 -14.21 0.487
O 23.38 15.03 -18.44 -0.996
H 22.96 14.48 -17.76 0.503
H 23.13 14.76 -19.33 0.474
O 23.45 8.92 -18.15 -0.944
H 24.35 8.69 -17.80 0.463
H 23.35 9.88 -18.15 0.504
O 27.38 11.81 -16.50 -0.962
H 26.70 11.53 -17.10 0.483
H 27.69 10.98 -16.22 0.476
O 25.60 11.21 -18.54 -0.955
H 26.07 10.77 -19.27 0.485
H 25.16 11.92 -18.89 0.493
```

Entry 4:
Computed, not measured: a molecular structure, C21H53N7O11P2S, with the ωB97M-V functional and the def2-TZVPD basis.

The value obtained for the energy relative to the best compared isomer or geometry (same formula, charge and spin) is 19.6 kcal/mol. As for the maximum force: 0.1104 hartree/bohr. The calculation puts the HOMO energy at -8.4 eV. For the LUMO energy, the calculation gives 0.16 eV. The spin multiplicity is 1.

Structure (XYZ):
```
95
Properties=species:S:1:pos:R:3:lowdin_charge:R:1
C -0.21 0.56 -3.25 -0.165
C 0.37 0.04 -4.53 -0.514
S -0.23 1.03 -5.93 0.922
C 1.30 1.67 -6.64 -0.512
O 0.92 2.77 -7.48 -0.222
P 1.84 4.00 -7.59 0.078
O 1.34 4.96 -8.47 -0.180
O 3.19 3.42 -8.07 -0.057
O 2.21 4.54 -6.19 -0.378
P 1.01 5.19 -5.12 0.760
N 1.05 4.01 -3.94 -0.115
O -0.39 4.80 -5.74 -0.267
H -1.24 0.82 -3.36 0.064
H -0.10 -0.13 -2.45 0.037
H 0.30 1.46 -2.99 0.045
H 1.44 0.12 -4.51 0.067
H 0.07 -0.97 -4.65 0.054
H 1.98 1.95 -5.88 0.060
H 1.71 0.92 -7.26 0.080
H 3.79 3.26 -7.32 0.102
H 1.92 4.21 -3.44 0.006
H 1.26 3.14 -4.43 0.006
H -0.61 5.41 -6.48 0.077
C -3.22 -1.44 0.36 -0.008
C -2.25 -1.81 -0.74 -0.539
O -1.15 -1.31 -0.83 0.032
N -2.65 -2.75 -1.63 0.009
C -3.92 -3.46 -1.69 -0.079
H -2.76 -0.68 0.98 0.080
H -4.14 -1.03 -0.07 0.084
H -3.47 -2.30 0.97 0.081
H -1.96 -2.96 -2.34 0.138
H -3.75 -4.54 -1.60 0.082
H -4.42 -3.27 -2.64 0.083
H -4.57 -3.15 -0.88 0.067
C 1.71 3.63 -0.09 0.004
C 3.13 3.53 -0.60 -0.546
O 3.47 3.94 -1.71 -0.015
N 4.05 2.97 0.20 0.022
C 3.90 2.39 1.53 -0.064
H 1.10 4.10 -0.86 0.071
H 1.31 2.63 0.11 0.087
H 1.67 4.23 0.82 0.087
H 4.97 2.96 -0.22 0.128
H 4.54 2.91 2.24 0.087
H 4.19 1.35 1.51 0.075
H 2.88 2.46 1.87 0.069
C 2.05 -0.86 2.94 0.002
C 3.15 -0.42 3.86 -0.536
O 3.64 0.70 3.82 0.005
N 3.59 -1.32 4.77 0.013
C 3.12 -2.68 4.97 -0.076
H 1.81 -0.03 2.27 0.075
H 2.37 -1.71 2.33 0.094
H 1.16 -1.14 3.51 0.048
H 4.33 -0.98 5.36 0.135
H 2.74 -2.80 5.99 0.081
H 3.94 -3.39 4.83 0.080
H 2.32 -2.92 4.28 0.065
C -1.36 -0.28 5.84 -0.003
C -1.30 -1.65 5.21 -0.537
O -0.27 -2.07 4.68 0.004
N -2.42 -2.40 5.24 0.021
C -3.72 -2.07 5.82 -0.067
H -0.38 0.19 5.73 0.081
H -2.11 0.34 5.35 0.085
H -1.59 -0.35 6.90 0.084
H -2.31 -3.30 4.80 0.141
H -3.97 -2.80 6.59 0.087
H -4.48 -2.11 5.05 0.054
H -3.70 -1.08 6.26 0.073
C -8.43 -2.52 5.62 -0.006
C -7.53 -3.16 4.60 -0.540
O -6.34 -3.34 4.80 0.015
N -8.09 -3.54 3.42 0.009
C -9.48 -3.41 3.00 -0.072
H -7.84 -2.28 6.50 0.082
H -8.87 -1.60 5.23 0.085
H -9.23 -3.20 5.91 0.085
H -7.44 -3.96 2.78 0.138
H -9.89 -4.39 2.78 0.084
H -9.54 -2.80 2.10 0.083
H -10.07 -2.94 3.77 0.070
C 6.45 -0.94 -3.04 -0.014
C 5.49 0.00 -2.34 -0.557
O 4.62 -0.40 -1.59 0.033
N 5.64 1.33 -2.58 0.014
C 6.61 1.99 -3.43 -0.072
H 6.20 -1.96 -2.75 0.079
H 6.36 -0.85 -4.12 0.081
H 7.48 -0.73 -2.75 0.082
H 4.97 1.91 -2.09 0.096
H 7.22 2.68 -2.84 0.083
H 6.10 2.56 -4.21 0.080
H 7.27 1.27 -3.90 0.069
```

Entry 5:
Computed, not measured: a molecular structure, C5H2O, with the ωB97M-V functional and the def2-TZVPD basis.

The value obtained for the energy relative to the best compared isomer or geometry (same formula, charge and spin) is 71.3 kcal/mol. As for the maximum force: 0.0238 hartree/bohr. The calculation puts the HOMO energy at -9.9 eV. For the LUMO energy, the calculation gives -1.23 eV. The spin multiplicity is 1.

Structure (XYZ):
```
8
Properties=species:S:1:pos:R:3:nbo_charge:R:1
O -0.73 1.84 0.93 -0.469
C -0.31 0.73 1.04 0.425
C 1.44 0.29 -0.79 0.129
C 1.09 -0.92 -1.05 -0.364
C -0.08 -0.93 -0.44 0.313
C -1.00 -0.49 0.37 -0.469
H 0.58 0.45 1.64 0.151
H -2.05 -0.71 0.50 0.285
```

Entry 6:
Computed, not measured: C12H10F4N4O in the gas phase, with the ωB97M-V functional and the def2-TZVPD basis.

The value obtained for the energy relative to the best compared isomer or geometry (same formula, charge and spin) is 0.0 kcal/mol. The SMILES is O=C1CNCCN1Cc1nc2c(F)c(F)c(F)c(F)c2[nH]1. As for the maximum force: 0.0438 hartree/bohr. The calculation puts the HOMO energy at -8.9 eV. For the LUMO energy, the calculation gives 0.44 eV. The spin multiplicity is 1.

Structure (XYZ):
```
31
Properties=species:S:1:pos:R:3:nbo_charge:R:1
O -0.81 -3.45 0.79 -0.651
F -2.74 3.86 -2.94 -0.289
F -4.49 2.95 -1.10 -0.291
F -0.60 2.38 -3.78 -0.290
F -4.03 0.45 0.06 -0.302
N -0.08 -0.20 -2.29 -0.453
C 0.30 -3.07 1.13 0.677
C -0.36 -1.20 -1.50 0.388
C -2.52 2.65 -2.43 0.260
C -3.43 2.17 -1.46 0.273
C -1.40 1.91 -2.81 0.340
C -3.20 0.94 -0.87 0.301
C -1.15 0.69 -2.16 0.027
C -2.06 0.23 -1.24 0.089
N -1.56 -1.00 -0.83 -0.557
N 2.04 -2.33 2.88 -0.620
N 1.08 -2.44 0.13 -0.442
C 0.86 -3.17 2.58 -0.321
C 0.62 -2.34 -1.29 -0.250
C 2.97 -2.26 1.77 -0.224
C 2.26 -1.67 0.55 -0.226
H -1.95 -1.63 -0.10 0.459
H 1.77 -1.40 3.21 0.362
H 0.06 -2.96 3.30 0.239
H 1.12 -4.23 2.73 0.222
H 0.14 -3.28 -1.58 0.243
H 1.46 -2.15 -1.95 0.242
H 3.81 -1.59 2.01 0.213
H 3.35 -3.28 1.59 0.197
H 2.02 -0.68 0.82 0.182
H 2.96 -1.62 -0.27 0.203
```